Entry 1:
Formula: CH4N2O2
Source: OMol25
Level of theory: ωB97M-V/def2-TZVPD

```
9
Properties=species:S:1:pos:R:3:forces:R:3
C 0.5675 -0.0704 0.1988 1.261 1.891 -1.710
N -3.5021 0.1689 -0.0169 -2.563 -0.643 0.228
N 1.9149 0.4082 -0.2368 0.751 -0.236 -1.532
O -4.7581 -0.1793 0.1163 2.317 0.652 -0.246
O 3.0316 -0.4217 0.2020 -1.061 0.164 -0.155
H 0.7728 -0.2157 1.2004 -0.143 -1.106 2.242
H -0.0785 0.8095 0.1658 -0.306 -0.066 -0.209
H 0.0687 -0.8697 -0.3373 0.156 -0.627 0.031
H 1.9832 0.3703 -1.2924 -0.410 -0.030 1.351
```
Forces are in eV/Å.

Its total charge is -2. The spin multiplicity is 1. The HOMO energy (alpha / beta) is 1.98 / 1.97 eV.

Entry 2:
Formula: CH4N2O2
Source: OMol25
Level of theory: ωB97M-V/def2-TZVPD

```
9
Properties=species:S:1:pos:R:3:forces:R:3
C 0.9848 -0.3768 -0.4961 1.584 -0.095 -2.080
N -1.6673 0.7137 0.8201 -1.600 -0.161 0.637
N 1.1226 0.6346 0.3250 1.592 -1.232 -0.500
O -1.6835 1.3878 -0.5533 -2.020 -0.181 0.609
O 2.3253 1.2540 0.3261 -1.201 -0.362 -0.433
H 1.8277 -0.4750 -1.3839 -1.394 0.029 2.030
H -0.7679 1.5319 -0.5732 2.100 0.404 -0.322
H 0.1506 -1.1368 -0.6234 0.600 1.760 0.776
H -2.2351 1.3689 1.4196 0.338 -0.160 -0.718
```
Forces are in eV/Å.

Its total charge is -2. The spin multiplicity is 1. The HOMO energy is 2.90 eV.

Entry 3:
Formula: CH4N2O2
Source: OMol25
Level of theory: ωB97M-V/def2-TZVPD

```
9
Properties=species:S:1:pos:R:3:forces:R:3
N 0.6242 -0.4536 0.9571 3.042 -0.449 -2.071
C 0.3859 -0.4605 -0.4815 0.386 3.282 -1.185
O 1.1547 -0.9765 -1.3182 -2.607 0.395 1.779
N -0.6547 0.4451 -0.7123 -1.042 1.029 -2.940
O -1.0625 1.0837 0.5313 -2.464 -3.594 -1.866
H 0.9646 0.6186 1.3068 -0.859 -4.250 -1.471
H 1.3687 -1.1867 0.6233 0.081 1.613 3.080
H -1.2387 0.7416 -1.6920 2.525 -1.239 3.914
H -1.5422 0.1882 0.7855 0.938 3.213 0.762
```
Forces are in eV/Å.

Its SMILES is NC(=O)NO. The spin multiplicity is 1. The HOMO energy is -10.02 eV.

Entry 4:
Formula: CH4N2O2
Source: OMol25
Level of theory: ωB97M-V/def2-TZVPD

```
9
Properties=species:S:1:pos:R:3:forces:R:3
O -2.2815 -0.2240 0.0957 -0.830 -1.093 0.540
N -1.1529 0.2789 -0.3986 5.247 1.878 -0.388
C -0.0337 -0.2206 0.1233 -5.715 -2.756 3.231
N 1.1698 0.4361 0.3832 -0.968 -1.824 -0.375
O 2.3557 -0.1887 -0.1672 -2.097 -2.876 -2.064
H -2.9265 0.4438 -0.1543 -0.217 -0.176 -0.184
H -0.4313 -0.9981 0.8981 1.707 0.457 -1.193
H 0.8660 1.2337 -0.0853 1.363 2.983 -1.576
H 1.9821 -1.0588 -0.7182 1.510 3.407 2.006
```
Forces are in eV/Å.

Its SMILES is O/N=C/NO. The spin multiplicity is 1. The HOMO energy is -9.39 eV.

Entry 5:
Formula: CH4N2O2
Source: OMol25
Level of theory: ωB97M-V/def2-TZVPD

```
9
Properties=species:S:1:pos:R:3:forces:R:3
C -1.7788 -0.0902 0.0934 -1.628 0.495 0.276
H -2.6640 -0.4172 -0.9754 2.766 0.978 3.857
H -2.0391 -0.8018 1.4024 -0.006 2.560 -4.028
H -1.5813 1.2733 0.1311 -1.263 -4.948 0.201
H -0.3153 -1.5247 -0.0377 1.111 -5.144 0.839
N -0.4596 -0.6310 -0.1984 -2.696 3.191 -1.428
N 0.6105 0.1416 -0.0390 2.077 -7.493 0.308
O 1.7317 -0.5585 0.0705 -2.927 3.300 -0.360
O 0.2954 1.2381 0.0021 2.565 7.062 0.336
```
Forces are in eV/Å.

The spin multiplicity is 1. The HOMO energy is -10.28 eV.

Entry 6:
Formula: CH4N2O2
Source: OMol25
Level of theory: ωB97M-V/def2-TZVPD

```
9
Properties=species:S:1:pos:R:3:forces:R:3
O 0.2893 -0.5051 1.3767 -0.330 -1.789 4.615
N -0.3719 -1.3580 0.4277 0.320 2.582 -1.252
C -0.3118 -0.6835 -0.7060 -0.710 -1.147 3.276
N 0.3073 0.4978 -0.9720 -0.560 2.955 -1.678
O 0.1485 1.5302 0.0337 2.670 -0.805 1.247
H 0.0429 -0.7818 2.4257 0.740 0.476 -4.763
H -0.9804 -1.0243 -1.4247 -0.501 -1.179 -1.617
H -0.0527 1.0206 -1.8635 0.916 -1.779 2.197
H 0.9287 1.3041 0.7025 -2.544 0.686 -2.025
```
Forces are in eV/Å.

Its SMILES is O/N=C\NO. The spin multiplicity is 1. The HOMO energy is -8.90 eV.

Entry 7:
Formula: CH4N2O2
Source: OMol25
Level of theory: ωB97M-V/def2-TZVPD

```
9
Properties=species:S:1:pos:R:3:forces:R:3
H 1.6846 1.2160 -1.5737 -0.089 -0.499 1.732
N 1.9369 0.8009 -0.6162 1.456 0.773 -2.987
N 1.0583 0.1750 -0.1286 -3.256 -1.931 7.282
O 1.1374 -0.4860 1.2414 0.086 2.318 -5.709
O -0.3335 0.3740 -0.5261 2.709 -0.909 -0.458
C -1.2069 -0.4175 0.2927 1.204 -0.586 0.634
H -0.9151 -1.5306 0.3240 -0.409 1.996 0.227
H -2.0834 -0.2655 -0.2560 -1.701 -0.143 -0.689
H -1.2783 0.1338 1.2426 0.000 -1.019 -0.030
```
Forces are in eV/Å.

Its SMILES is [H]/N=[N+](/[O-])OC. The spin multiplicity is 1. The HOMO energy (alpha / beta) is -10.15 / -10.15 eV.

Entry 8:
Formula: CH4N2O2
Source: OMol25
Level of theory: ωB97M-V/def2-TZVPD

```
9
Properties=species:S:1:pos:R:3:forces:R:3
O -0.5666 -0.0440 1.4160 -1.788 -3.466 5.472
N -1.1296 -0.4751 0.2503 -1.159 -0.804 -0.686
C -0.3286 -0.3912 -0.7132 -3.129 -0.739 -2.691
N 0.8983 0.0942 -0.7996 2.334 1.968 -1.916
O 1.1543 1.1305 0.1690 -0.070 -0.699 0.515
H -0.9892 -0.8249 2.0976 1.987 3.626 -2.431
H -0.8778 -0.7059 -1.6432 1.177 0.154 0.608
H 1.0911 0.4898 -1.7973 -0.230 -0.801 2.705
H 0.7481 0.7264 1.0202 0.877 0.760 -1.577
```
Forces are in eV/Å.

Its SMILES is O/N=C\NO. The spin multiplicity is 1. The HOMO energy is -8.87 eV.

Entry 9:
Formula: CH4N2O2S
Source: OMol25
Level of theory: ωB97M-V/def2-TZVPD

```
10
Properties=species:S:1:pos:R:3:forces:R:3
H -0.4533 -0.0811 2.5639 -0.645 0.270 0.830
N -0.3960 -0.4040 1.6219 0.926 -0.757 -0.619
C -0.7895 0.3747 0.7449 0.657 -0.093 -1.067
S -0.1745 0.1134 -1.0202 -0.661 7.748 0.806
N 1.2609 -0.6092 -0.8854 0.234 -2.361 0.788
O 0.1371 1.9384 -1.1396 -1.000 -7.273 0.080
O -1.0701 -0.6271 -1.8648 0.450 0.177 -0.115
H -1.2159 1.3596 0.8007 -0.428 0.368 0.027
H 1.1137 -1.6686 -0.8877 0.172 1.761 -0.263
H 1.5876 -0.3960 0.0664 0.295 0.160 -0.468
```
Forces are in eV/Å.

Its SMILES is [H]/N=C/S(N)(=O)=O. The spin multiplicity is 1. The HOMO energy is -10.09 eV.

Entry 10:
Formula: CH4N2O2S
Source: OMol25
Level of theory: ωB97M-V/def2-TZVPD

```
10
Properties=species:S:1:pos:R:3:forces:R:3
N 1.2811 -0.9091 0.3175 -1.131 1.386 -1.377
C 0.0227 -1.3058 0.0613 -0.387 1.615 0.046
O -0.4845 -2.3855 0.0088 -0.051 0.201 0.136
N -0.7734 -0.0098 -0.2218 1.031 -2.346 -0.466
O -0.1252 1.1613 0.2204 -0.174 2.442 -2.904
S -2.3780 -0.1480 0.1461 -0.913 0.108 0.627
H 1.3188 0.0841 0.0888 1.003 -0.416 0.842
H 1.9677 -1.3788 0.8262 0.825 -0.982 0.491
H -0.1430 1.7885 -0.6470 0.047 -2.105 3.010
H -2.8472 0.3680 -0.9832 -0.251 0.095 -0.405
```
Forces are in eV/Å.

Its SMILES is NC(=O)N(O)S. The spin multiplicity is 1. The HOMO energy is -9.32 eV.

Entry 11:
Formula: CH4N2O2S
Source: OMol25
Level of theory: ωB97M-V/def2-TZVPD

```
10
Properties=species:S:1:pos:R:3:forces:R:3
C 0.0002 1.3800 0.5532 -0.115 -0.759 -1.347
N -0.3643 0.5270 -0.3087 -1.144 0.675 -0.077
N -0.5597 -1.8351 -1.0105 -0.193 -0.783 1.406
O 1.7338 -1.0374 -0.1064 -0.654 0.440 -0.721
O -0.7569 2.3965 1.0825 -0.515 -2.008 -2.092
S 0.6667 -0.6661 -1.0677 -0.838 -0.323 1.726
H 1.0136 1.3696 0.8255 1.557 0.239 1.099
H -0.2989 2.6458 1.8555 0.764 0.830 1.483
H -0.7600 -2.2677 -0.0524 0.567 1.027 -1.856
H -0.6744 -2.5124 -1.7710 0.572 0.661 0.376
```
Forces are in eV/Å.

The spin multiplicity is 1. The HOMO energy is -9.59 eV.

Entry 12:
Formula: CH4N2O2S
Source: OMol25
Level of theory: ωB97M-V/def2-TZVPD

```
10
Properties=species:S:1:pos:R:3:forces:R:3
C -0.2817 -0.0952 -0.5807 3.684 -0.883 -3.185
N 0.0174 0.0737 0.7550 0.034 1.489 0.752
N 0.6170 -0.0339 -1.6506 -4.365 0.354 4.871
O -0.5301 -1.9876 -3.0789 0.202 -0.831 0.169
O -1.5851 0.1407 -3.2801 -0.535 0.804 0.244
S -0.3698 -0.6075 -3.4393 0.256 -0.241 -1.103
H -1.2154 -0.5308 -0.9794 0.008 0.383 1.126
H -0.6855 -0.1528 1.5393 1.482 0.694 -2.184
H 0.8053 0.7839 1.0302 -2.142 -2.174 -0.813
H 1.5093 0.2953 -1.3854 1.377 0.404 0.122
```
Forces are in eV/Å.

The spin multiplicity is 1. The HOMO energy is -9.48 eV.

Ordered energy relative to the best compared isomer or geometry (same formula, charge and spin) results: 36.3 150.0 335.2 483.9 756.0 425.0 552.5 407.6 370.9 173.2 122.0 98.7; unit kJ/mol.